Below is a molecular structure, C38H43N4O4PdSSb2, with properties calculated with ωB97M-V/def2-TZVPD.

Highest occupied orbital energy: -4.44 eV
DFT total energy: -3000.4159 a.u.
Gap between HOMO and LUMO: 6.427 eV
LUMO level: 1.99 eV

Geometry as ORCA input:
```
! RIJCOSX wB97M-V def2-TZVPD def2/J DEFGRID3
* xyz -1 1
Pd -1.08341 1.01505 0.36422
C 1.88978 3.51709 -0.06953
C 0.54710 4.09184 0.22256
N -0.55128 3.40753 0.45946
C -1.54951 4.32740 0.68959
C -1.03030 5.59294 0.57789
N 0.29676 5.41728 0.28865
C -1.53265 6.98436 0.73718
O -2.79457 7.12821 1.00000
O -0.73763 7.90395 0.60799
C -2.96340 3.91408 1.00890
O -3.78617 4.85958 1.20134
O -3.21824 2.70268 1.01916
H 1.87949 2.45859 0.18300
H 2.66717 4.01101 0.51751
H 2.14315 3.62610 -1.12624
H 0.92491 6.19346 0.15222
H -3.27724 6.16595 1.07023
C -0.49804 -1.07690 1.50428
C -1.68321 -1.22188 2.48072
C -2.70249 -0.07744 2.41691
Sb -4.32891 0.07552 0.92122
C -3.74950 0.31167 -1.17262
C -4.57289 -0.28297 -2.12624
C -4.30666 -0.15275 -3.48433
C -3.21665 0.59074 -3.91403
C -2.42114 1.24104 -2.98090
C -2.69411 1.11947 -1.62551
C -4.63131 -2.09744 0.88852
C -4.52235 -2.96656 -0.19629
C -4.84496 -4.31402 -0.07619
C -5.27671 -4.82762 1.13928
C -5.38544 -3.98138 2.23363
C -5.07418 -2.63408 2.10040
Sb -1.08431 -1.77183 -0.48253
C 0.08416 -3.59252 -0.18331
C 1.48021 -3.61145 -0.20941
C 2.18459 -4.76597 0.10656
C 1.50364 -5.92502 0.46142
C 0.11690 -5.92233 0.49738
C -0.58408 -4.76437 0.17419
C 0.36901 -0.96507 -1.87685
C 0.71007 -1.73524 -2.98803
C 1.45286 -1.19827 -4.03286
C 1.85705 0.13002 -3.98367
C 1.52833 0.90646 -2.87994
C 0.79366 0.36082 -1.83387
H 0.36840 -1.67020 1.78719
H -0.12593 -0.00504 1.49532
H -1.28574 -1.24857 3.50255
H -2.18258 -2.18575 2.33087
H -2.19251 0.89009 2.39267
H -3.32182 -0.05726 3.31920
H -5.43690 -0.85969 -1.81288
H -4.95679 -0.62978 -4.20851
H -2.99724 0.67539 -4.97156
H -1.58444 1.84769 -3.30558
H -2.13058 1.75243 -0.90993
H -4.15613 -2.60409 -1.14765
H -4.74637 -4.96726 -0.93587
H -5.52671 -5.87756 1.23321
H -5.71564 -4.37034 3.18999
H -5.17401 -1.98295 2.96502
H 2.02245 -2.70684 -0.46591
H 3.26875 -4.76262 0.08327
H 2.05238 -6.82482 0.71300
H -0.42067 -6.82086 0.77812
H -1.67081 -4.77311 0.20259
H 0.39121 -2.77208 -3.04055
H 1.70556 -1.81046 -4.89064
H 2.42460 0.55714 -4.80206
H 1.84376 1.94325 -2.84362
H 0.52997 0.96442 -0.95463
C 4.54377 -0.43658 -1.05610
N 5.12916 0.28533 0.06474
C 6.39803 -0.30591 0.47932
C 4.26397 0.67287 1.08502
S 2.74106 0.03197 1.24487
N 4.75263 1.63465 1.91464
C 5.80238 2.56403 1.52734
C 4.00906 2.04320 3.09085
H 5.27455 -0.44687 -1.86654
H 3.63679 0.05830 -1.39409
H 4.28581 -1.46867 -0.79373
H 6.27893 -1.38284 0.65185
H 6.76115 0.14377 1.39763
H 7.14808 -0.16441 -0.30129
H 6.07171 2.41793 0.48724
H 6.69303 2.44674 2.15146
H 5.43869 3.58742 1.65308
H 3.43970 1.20539 3.48024
H 3.30827 2.84907 2.85216
H 4.71351 2.39577 3.84571
*
```